Here is 16 unconnected molecules or ions with the total composition H30O19S in a non-equilibrium geometry from OMol25. Energies are from ωB97M-V with the def2-TZVPD basis set.

The geometry in XYZ format:
```
50
Properties=species:S:1:pos:R:3
S 0.1121 0.0836 0.0202
O 1.3721 0.5686 0.5382
O -0.3339 0.8096 -1.0948
O 0.2721 -1.3114 -0.3778
O -0.8829 0.1186 1.0622
O -0.5119 0.5086 3.5202
H -0.7729 0.3956 2.5832
H 0.3621 0.7446 3.3462
O 3.7021 -0.3544 0.9582
H 4.1891 -0.8354 0.2942
H 2.8621 -0.0774 0.5662
O 0.5771 -2.0384 3.4182
H -0.1859 -2.4194 3.8362
H 0.2311 -1.1424 3.3192
O 2.5941 2.5826 -0.5828
H 3.2361 2.1666 -1.1878
H 2.1601 1.8316 -0.2408
O -2.5269 2.4756 -1.0368
H -2.3379 3.1086 -0.3398
H -1.7509 1.9576 -1.2018
O -1.3449 -0.2744 -3.2118
H -1.6559 0.3536 -3.8888
H -0.8619 0.1656 -2.4888
O -2.9979 -0.8194 -0.4328
H -2.7649 -1.0714 -1.2998
H -2.3379 -0.2754 -0.0358
O 2.5471 -1.8004 -1.3618
H 2.2771 -1.2094 -2.0488
H 1.7511 -1.8304 -0.8378
O -2.9009 1.3676 1.9022
H -2.1419 0.9976 1.4592
H -3.5749 1.4796 1.2802
O -0.4079 -2.7414 -2.3128
H -0.0219 -2.2384 -1.5748
H -0.6489 -2.0494 -2.9058
O 0.1921 2.4696 -2.8908
H -0.0479 1.7776 -2.3328
H -0.4739 3.1276 -2.8498
O 2.1661 0.4926 -2.7988
H 3.1321 0.5556 -2.7478
H 1.8071 1.3386 -2.5648
O 1.6691 1.6216 2.8202
H 1.6071 1.2156 1.9622
H 1.2261 2.4526 2.6792
O -2.2179 -1.9064 2.2552
H -1.7219 -1.2154 1.8002
H -2.8409 -1.4424 2.8322
O -0.5209 -3.6264 0.6732
H -0.2779 -2.8974 0.1182
H -0.9799 -3.1894 1.4032
```

Values from the calculation:
2S+1: 1
DFT total energy (Ha): -1845.849886
ΔE to the lowest compared entry with this formula, charge and spin (kJ/mol): 286.3
Frontier orbital gap (eV): 8.6
Net charge: -2
M (g/mol): 366.29


Here is 16 unconnected molecules or ions with the total composition H30O19S in a non-equilibrium geometry from OMol25. Energies are from ωB97M-V with the def2-TZVPD basis set.

The geometry in XYZ format:
```
50
Properties=species:S:1:pos:R:3
S 0.1812 0.1493 -0.0956
O 1.3522 -0.6877 -0.2466
O 0.5952 1.2633 0.7054
O -0.3948 0.5313 -1.4256
O -0.8228 -0.6047 0.6684
O 3.5332 -0.7827 -1.3566
H 2.6722 -0.6317 -0.9466
H 3.9092 -0.0087 -0.9326
O 2.4162 -2.2797 1.6304
H 2.2062 -1.7807 0.8604
H 1.9022 -1.8917 2.3044
O -2.1148 2.1633 -2.0576
H -2.7128 1.6783 -1.5396
H -1.3268 1.5883 -1.8516
O -1.5888 -1.3597 -2.4236
H -1.2398 -0.5737 -1.9726
H -1.7268 -2.0887 -1.7816
O 0.6452 1.2943 -3.5346
H 0.1942 0.9783 -2.7276
H 1.5732 1.4973 -3.4306
O 2.9752 1.9153 -0.1696
H 2.0552 1.8623 -0.0016
H 3.3282 1.6513 0.7034
O -1.7258 2.6023 1.2624
H -2.3738 2.0433 1.6144
H -0.9248 2.1353 1.3474
O 0.7042 -3.1337 -1.0906
H 1.3232 -3.7717 -0.7996
H 0.9772 -2.2467 -0.8666
O -1.2398 -0.8157 3.1544
H -0.9858 -0.5757 2.2294
H -0.3698 -1.0107 3.5324
O -3.2158 -1.3767 0.4134
H -3.1148 -2.2597 0.0144
H -2.2678 -1.0597 0.4344
O 0.7272 3.6053 -0.6076
H 1.3272 4.0993 -0.0426
H 0.3612 2.9543 -0.0066
O 1.1862 -1.4497 -3.4016
H 0.7322 -0.6457 -3.3806
H 0.6712 -1.9017 -2.6846
O -0.8828 -3.0287 1.1424
H -0.9688 -2.0647 1.2264
H -0.2108 -3.0057 0.4974
O -3.4908 0.9703 2.3694
H -4.4058 0.6493 2.5154
H -2.9648 0.1933 2.4954
O 0.9202 1.8903 3.0444
H 1.8502 1.7073 3.0974
H 0.7522 1.6133 2.1134
```

Values from the calculation:
2S+1: 1
DFT total energy (Ha): -1845.818367
ΔE to the lowest compared entry with this formula, charge and spin (kJ/mol): 369.1
Frontier orbital gap (eV): 9.0
Net charge: -2
M (g/mol): 366.29


Here is a molecular structure, H32N6O28S6Zn2 in a non-equilibrium geometry from OMol25. Energies are from ωB97M-V with the def2-TZVPD basis set.

The geometry in XYZ format:
```
74
Properties=species:S:1:pos:R:3
Zn -1.1172 12.3714 11.1492
Zn 1.0335 9.2768 6.2181
N -1.3708 8.4388 9.7914
H -2.3553 8.7830 9.9308
H -0.9924 9.1063 9.1114
H -1.3859 7.5221 9.3621
H -0.8005 8.4608 10.6886
N 0.7534 13.0597 4.6448
H 0.6669 14.0187 4.3247
H 0.2961 12.9647 5.5780
H 1.7595 12.7214 4.7419
H 0.1372 12.4572 4.0099
N 2.3527 12.0984 9.6606
H 1.4556 12.1256 9.2071
H 2.3026 11.1836 10.1752
H 2.3851 12.9070 10.3176
H 3.1380 12.2611 9.0083
N -5.0037 12.1544 8.7390
H -4.0625 11.8603 8.3867
H -5.1497 11.7576 9.7303
H -5.6797 11.8062 8.0611
H -5.0588 13.1690 8.7348
N -2.8059 13.4517 5.4794
H -3.2458 14.3668 5.5744
H -2.3042 13.1139 6.3254
H -2.1538 13.5206 4.6879
H -3.5065 12.7785 5.1734
N -2.8851 9.2710 6.0398
H -2.3160 9.8694 6.6670
H -2.3210 9.1401 5.1167
H -3.7180 9.7756 5.7640
H -3.1227 8.4037 6.5083
S -0.5189 9.9443 3.3119
O 0.4297 9.7762 4.4508
O -0.6826 11.4054 3.1337
O 0.0027 9.3398 2.1048
O -1.8076 9.3342 3.7221
S 1.2886 14.7793 10.9221
O 2.3819 14.1041 11.6427
O 1.6209 14.9275 9.5058
O 0.1241 13.8728 11.0737
O 1.0566 16.0722 11.5449
S 1.0368 9.8856 11.9603
O 0.0302 8.7901 11.8941
O 2.1215 9.7154 10.9364
O 0.3494 11.1729 11.7407
O 1.6637 9.8657 13.2874
S -1.0255 11.5418 7.7248
O -0.4362 10.2987 7.1601
O -0.6982 12.6594 6.8270
O -2.4883 11.3560 7.6189
O -0.5806 11.7731 9.0849
S 3.5811 11.3474 6.0446
O 2.4122 10.5143 6.5206
O 4.6237 10.4694 5.5204
O 3.0330 12.2266 4.9866
O 4.0418 12.0954 7.1984
S -3.9129 10.4647 11.2602
O -2.5972 11.0994 11.0256
O -4.9661 11.5051 11.1202
O -4.0978 9.4671 10.1614
O -4.0271 9.7910 12.5308
O -0.2288 7.5374 6.2207
H -0.7700 7.1535 5.5187
H -0.6505 7.2853 7.0495
O 1.3107 8.4487 8.2855
H 1.6747 8.9194 9.0928
H 1.8537 7.6551 8.2077
O -0.6714 15.1704 8.0120
H -0.5536 14.2828 7.6507
H 0.1313 15.3328 8.5764
O -2.4300 13.8208 10.3577
H -2.1588 14.6850 10.7076
H -3.0156 14.0201 9.6309
```

Values from the calculation:
2S+1: 1
DFT total energy (Ha): -8402.657612
ΔE to the lowest compared entry with this formula, charge and spin (kJ/mol): 0.0
Frontier orbital gap (eV): 4.4
Net charge: -2
M (g/mol): 887.45


Here is 16 unconnected molecules or ions with the total composition H32O16 in a non-equilibrium geometry from OMol25. Energies are from ωB97M-V with the def2-TZVPD basis set.

The geometry in XYZ format:
```
48
Properties=species:S:1:pos:R:3
O -4.1363 1.6559 2.6092
H -3.3589 2.1563 2.3649
H -4.7194 2.2676 3.0751
O 4.4483 1.7545 1.3078
H 4.1349 2.5617 0.9183
H 5.2499 1.3879 0.7339
O 1.6055 1.2039 -1.2082
H 2.2152 1.5255 -1.9060
H 0.7759 0.8354 -1.5360
O 0.4063 -3.1466 0.8173
H -0.1100 -3.0366 1.6214
H 0.7341 -2.2647 0.4978
O 0.5462 5.5250 1.3363
H 0.0266 4.9109 0.8030
H -0.2332 5.7676 1.8675
O 1.9128 -0.5058 4.8356
H 1.8005 0.4256 4.5836
H 1.1677 -0.9844 4.4500
O -0.4910 -1.0679 2.9403
H -1.3152 -1.4501 2.6992
H 0.2058 -0.5663 2.5397
O 1.8018 -1.6978 -1.1661
H 1.6279 -0.7662 -0.9914
H 2.5745 -2.0681 -0.7445
O -2.7100 -2.8797 -3.4043
H -2.0282 -3.6771 -3.2545
H -2.2249 -2.4434 -4.1401
O 2.7055 -3.2012 1.7006
H 2.0852 -3.8975 1.8760
H 3.0464 -2.7689 2.5117
O -0.1790 -5.0689 -2.9320
H -0.0865 -5.1044 -1.9517
H 0.7199 -5.1652 -3.2167
O -1.3076 0.0990 -1.6805
H -1.2810 -0.8367 -1.4536
H -1.8608 0.5432 -1.0106
O 4.9595 0.6622 -2.8686
H 5.2595 0.4813 -1.9804
H 5.1948 -0.0343 -3.4777
O -3.5927 3.4618 0.5554
H -2.9386 3.8282 -0.0143
H -4.4031 3.0588 0.2418
O -4.4531 -1.8944 -0.9803
H -4.7385 -1.7133 -1.8993
H -4.4205 -2.8338 -1.2005
O -1.5037 5.0877 -1.5839
H -2.1456 5.1602 -2.2838
H -0.7398 4.5245 -1.6852
```

Values from the calculation:
2S+1: 1
DFT total energy (Ha): -1222.925933
ΔE to the lowest compared entry with this formula, charge and spin (kJ/mol): 716.3
Frontier orbital gap (eV): 10.2
M (g/mol): 288.24